(1)
72
Properties=species:S:1:pos:R:3:forces:R:3:lowdin_charge:R:1 method="wB97M-V/def2-TZVPD" total_charge=+3 e_lumo_ev="-11.705 / -11.709" homo_energy_ev="-16.55 / -16.55" orbital_gap_ha="0.178 / 0.178"
C 3.527 -2.105 1.590 -0.19 0.17 -0.11 -0.11
C 2.799 -2.685 3.823 0.13 -0.04 -0.06 0.03
F -3.262 -3.440 -1.823 0.07 -0.01 0.00 0.23
C -1.447 1.064 -2.268 0.14 0.10 -0.40 -0.15
C -1.166 -2.656 -0.986 -0.36 -0.78 -0.22 -0.35
H 2.811 -0.242 -1.666 -0.03 -0.08 0.03 0.09
C -0.340 -3.347 -2.069 0.16 0.25 0.01 0.06
C 4.173 -1.550 -0.655 0.00 0.01 0.03 0.01
C -3.325 1.505 -3.742 -0.46 0.09 0.54 -0.30
H -0.769 -4.321 -2.294 0.01 0.00 -0.02 0.12
C -2.302 1.270 -1.121 -0.38 0.13 0.05 -0.14
N -0.146 0.789 -2.015 -0.04 -0.12 0.26 -0.01
C -0.825 -0.821 2.956 -0.12 -0.09 -0.02 -0.09
H 2.116 2.038 2.936 -0.02 0.05 0.05 0.13
N 0.157 -0.751 2.074 -0.16 0.03 -0.50 0.00
H 2.959 -3.171 4.776 0.01 -0.01 -0.01 0.14
C 3.007 -0.799 -0.764 0.12 0.06 -0.01 -0.07
F -2.099 -3.088 1.179 0.20 -0.04 -0.09 0.17
N -1.732 1.190 0.110 0.41 -0.12 0.01 -0.02
C -3.800 1.851 1.103 0.01 0.05 0.03 0.02
C -0.689 -1.438 4.203 0.04 -0.05 0.06 0.01
H -1.387 1.208 -5.655 0.03 0.06 -0.01 0.14
H 1.752 0.652 -2.792 -0.06 -0.04 -0.07 0.09
C -4.176 1.675 -2.610 0.36 -0.05 -0.61 -0.30
H 1.062 0.929 -5.136 -0.02 -0.03 -0.01 0.13
C 1.759 3.961 0.085 -0.07 -0.03 -0.17 0.04
H -1.779 -0.403 2.673 0.01 -0.02 -0.04 0.10
H 4.841 -1.610 -1.502 0.04 0.04 0.03 0.13
N -3.960 1.664 -4.887 0.13 -0.07 -0.33 -0.18
N -5.422 1.950 -2.944 -0.28 0.05 0.22 -0.18
C 2.885 4.018 2.668 0.07 0.05 0.18 0.00
H -4.339 2.092 2.009 -0.01 0.02 -0.01 0.13
C 1.627 2.832 0.967 -0.02 0.03 0.07 -0.27
H 3.518 6.000 2.109 0.00 0.00 0.02 0.14
H -5.475 2.080 -0.241 0.00 0.04 0.04 0.15
F -3.292 -1.610 -0.660 0.11 -0.07 -0.19 0.16
C 4.447 -2.193 0.530 -0.06 0.08 -0.04 0.07
C 3.737 -2.743 2.851 0.00 -0.08 0.24 0.03
C 2.206 2.899 2.286 -0.03 -0.12 -0.04 0.03
C 0.708 0.784 -3.031 0.04 -0.08 -0.03 -0.08
H 5.358 -2.765 0.652 0.00 -0.01 0.00 0.15
C 0.506 -2.021 4.538 -0.05 0.06 -0.08 0.06
C 1.556 -2.015 3.599 -0.12 0.13 -0.15 -0.11
C -2.455 1.527 1.180 -0.01 0.03 0.14 -0.09
H 0.642 -2.503 5.497 -0.01 -0.03 -0.01 0.14
C -3.657 1.600 -1.271 0.24 -0.10 0.29 -0.06
H -1.932 1.554 2.126 -0.03 -0.06 -0.02 0.11
H -1.538 -1.461 4.871 0.02 0.02 0.02 0.13
C -4.422 1.858 -0.129 0.10 -0.04 -0.08 0.08
C 2.986 5.111 1.791 -0.12 -0.20 -0.11 0.07
C 2.344 -1.376 1.375 0.29 -0.16 0.09 -0.14
H 2.501 5.945 -0.135 0.01 -0.02 -0.02 0.14
C 1.334 -1.357 2.379 0.03 -0.15 0.17 -0.16
S -5.491 1.984 -4.544 -0.10 0.02 -0.07 1.15
H -0.332 -2.742 -2.974 -0.01 0.00 0.01 0.10
F -1.721 -4.806 -0.079 -0.01 0.03 -0.09 0.22
C 0.315 0.948 -4.355 -0.03 0.02 -0.02 0.01
F -2.472 -1.604 -2.661 -0.04 -0.11 0.08 0.17
C 2.416 5.080 0.508 0.02 0.12 -0.03 0.00
N 2.106 -0.717 0.209 -0.53 0.34 -0.18 -0.01
C 0.972 1.718 0.583 0.06 -0.04 -0.04 0.04
H 4.664 -3.278 3.014 -0.01 -0.01 -0.02 0.14
O -0.607 -1.445 -0.595 -0.49 -0.49 -0.08 -0.25
C -1.286 -3.605 0.239 0.22 0.33 0.44 -0.56
H 3.343 4.075 3.647 -0.01 0.00 0.00 0.14
C -1.925 1.224 -3.577 0.31 -0.04 0.18 -0.07
Tc 0.107 0.110 0.051 0.63 0.55 0.44 1.55
H 1.311 3.910 -0.899 0.02 0.01 0.00 0.13
F -0.060 -3.729 0.798 -0.12 0.09 -0.06 0.16
C -2.586 -2.346 -1.543 0.00 0.44 0.16 -0.55
H 0.683 -3.477 -1.719 -0.03 -0.07 0.04 0.10
C -1.021 1.124 -4.640 -0.02 0.00 0.09 0.07



(2)
68
Properties=species:S:1:pos:R:3:forces:R:3:lowdin_charge:R:1 method="wB97M-V/def2-TZVPD" smiles="O=C1OC[C@H](CCC(F)=C(F)F)O1.O=C1c2ccccc2C(=O)c2ccccc21.O=C1c2ccccc2C(=O)c2ccccc21" total_charge=0 e_lumo_ev=-2.105 homo_energy_ev=-8.64 orbital_gap_ha=0.240
H -5.832 4.501 -1.695 0.20 -0.05 -0.02 0.11
C 1.692 -6.653 -1.804 0.25 0.32 0.06 -0.05
H -4.707 3.551 0.305 0.17 0.05 -0.16 0.10
C -4.777 4.240 -1.737 0.34 -0.01 -0.28 -0.05
C -2.698 4.105 -2.971 -0.50 0.06 0.30 -0.09
C 1.887 -3.240 0.756 -0.92 0.18 0.93 -0.27
C 0.227 4.224 -5.432 0.32 -0.05 0.01 0.01
C -0.614 3.296 -1.870 0.53 -0.49 1.17 -0.28
C -1.005 1.048 2.890 -0.55 1.21 0.01 -0.07
C 0.148 3.550 -3.109 0.61 0.03 -0.34 -0.09
H -3.095 -1.418 2.366 1.24 0.33 2.10 0.14
C -2.672 -1.192 3.442 -0.50 0.31 0.93 -0.10
C 2.981 -1.084 1.342 0.26 0.24 -0.05 0.00
C -1.401 -2.136 3.882 0.05 -2.73 -0.17 -0.11
C 3.928 -3.666 -1.245 1.09 -0.24 -1.02 -0.28
H -0.597 0.679 1.858 -0.80 -0.07 2.24 0.16
F -2.478 -1.308 7.239 3.85 -3.11 -0.28 -0.02
C 5.018 -0.380 0.248 -0.11 -0.32 -0.15 -0.05
H -0.078 -7.186 -0.695 0.15 0.15 -0.01 0.11
C -2.385 0.421 3.514 0.70 -1.11 -0.70 -0.23
O -3.345 0.982 2.551 0.00 3.66 1.57 -0.04
C 2.813 -4.624 -1.097 -0.32 -0.56 -0.22 -0.08
C -2.059 3.598 -1.840 -0.51 -0.01 0.33 -0.08
H -0.364 -1.593 3.897 -2.00 -0.99 0.16 0.13
C 1.530 3.323 -3.134 0.19 0.05 -0.30 0.00
H -3.556 -1.445 4.198 1.82 0.73 -1.67 0.14
C -4.144 3.709 -0.613 0.24 -0.06 -0.10 -0.04
O -2.522 4.689 -5.238 0.39 -0.24 0.60 0.10
C 2.964 -2.248 0.564 0.25 0.54 0.15 -0.08
H 1.631 -7.512 -2.468 0.03 0.17 0.12 0.11
C 0.802 -5.358 0.033 -0.01 -0.24 -0.21 0.01
C 3.963 -2.467 -0.384 0.29 0.56 0.18 -0.08
C 4.005 -0.150 1.179 -0.23 -0.30 -0.01 -0.05
H 5.790 -1.706 -1.262 -0.29 -0.11 0.12 0.12
H 2.046 2.974 -2.241 -0.30 0.07 -0.14 0.12
H -0.162 1.290 3.677 -1.72 -0.83 -1.63 0.15
O 4.807 -3.861 -2.075 -0.55 0.12 0.52 0.10
C 0.731 -6.468 -0.811 0.10 0.32 0.16 -0.06
H -1.333 -3.037 3.104 0.09 2.13 1.58 0.12
H -2.298 2.981 0.222 0.09 0.17 -0.37 0.10
H 3.329 3.376 -4.321 -0.21 0.02 0.02 0.11
O -3.829 3.507 2.626 5.68 -7.95 -0.68 0.03
H -2.558 0.865 4.583 0.32 -0.83 -1.98 0.18
H 3.484 -5.889 -2.722 -0.10 0.19 0.27 0.12
C -3.034 2.423 2.568 -0.78 2.65 0.31 -0.24
C -1.678 -2.873 5.354 1.82 0.79 1.28 -0.04
F -2.189 -4.287 5.473 -0.20 4.61 -0.57 -0.06
H 2.166 4.160 -6.371 -0.12 -0.03 0.17 0.11
O -0.053 2.847 -0.877 -0.25 0.18 -0.53 0.09
C 1.840 -4.429 -0.117 -0.31 -0.53 -0.14 -0.08
C -2.787 3.389 -0.661 -0.32 0.07 -0.04 0.02
H 4.012 0.757 1.779 -0.01 -0.18 -0.11 0.11
H 5.820 0.344 0.127 -0.15 -0.15 0.01 0.11
C 4.999 -1.536 -0.534 -0.02 0.25 0.17 0.01
H -0.275 4.574 -6.333 -0.04 -0.08 0.33 0.12
H -4.560 4.842 -3.792 0.29 -0.13 0.12 0.12
F 0.023 -2.153 7.137 -4.70 1.94 -1.64 -0.02
O 1.040 -3.075 1.626 0.38 -0.04 -0.42 0.08
C -1.949 4.295 -4.229 -0.80 0.50 -1.18 -0.28
C 2.736 -5.735 -1.946 -0.25 -0.22 0.03 0.01
C -1.384 -2.099 6.617 -0.71 -1.27 -1.65 -0.01
C -0.500 4.012 -4.254 0.59 -0.02 -0.34 -0.09
O -1.535 2.398 2.519 -3.60 0.48 0.85 -0.09
C 2.255 3.549 -4.305 -0.30 -0.04 0.28 -0.06
H 0.045 -5.218 0.803 0.27 0.11 -0.15 0.12
C 1.603 3.991 -5.456 -0.36 0.03 0.12 -0.06
C -4.058 4.432 -2.917 -0.20 -0.03 0.25 0.01
H 2.196 -0.901 2.074 0.14 -0.21 -0.21 0.11



(3)
68
Properties=species:S:1:pos:R:3:forces:R:3:mulliken_spin:R:1 method="wB97M-V/def2-TZVPD" multiplicity=5 total_charge=0 e_lumo_ev="-0.935 / -3.562" homo_energy_ev="-7.11 / -8.63" e_above_lowest_kcal_mol=0.0 orbital_gap_ha="0.227 / 0.186"
N 0.399 2.630 -1.275 0.00 -0.06 -0.14 0.52
C 1.760 1.200 3.741 0.06 -0.01 -0.01 0.00
H -0.898 1.672 4.995 -0.01 -0.04 0.02 0.00
Os 0.140 0.169 0.166 0.16 -0.42 -0.63 1.88
C -1.571 3.990 2.442 -0.04 0.00 -0.02 0.00
H -2.815 -0.572 -1.053 0.03 0.01 0.00 0.00
C -2.510 -1.770 4.327 -0.01 0.03 -0.02 0.00
O -1.506 -4.593 0.780 -0.53 0.16 -0.36 0.11
C -2.506 0.407 -1.401 -0.08 -0.13 0.01 0.02
C -1.973 -1.036 3.275 -0.14 0.04 0.00 -0.02
H 6.194 3.113 0.131 -0.01 0.00 -0.01 0.00
C 4.661 1.662 0.533 0.00 -0.05 0.00 -0.02
C 1.612 3.099 2.282 -0.01 0.04 0.05 -0.01
C 0.549 -4.516 2.121 -0.05 1.50 -0.75 0.00
C 3.541 2.814 3.684 -0.04 0.01 -0.03 0.01
C 2.845 3.545 2.730 -0.02 0.02 0.04 -0.01
C -1.367 0.202 3.490 0.03 -0.15 -0.03 -0.02
H -3.272 1.508 0.894 -0.02 0.02 0.00 0.00
C -3.045 2.489 1.294 0.01 0.01 0.00 0.00
C -3.719 4.762 1.679 0.02 -0.01 0.01 0.00
H 1.348 0.280 4.143 0.03 0.02 -0.01 0.00
C -2.983 2.446 -2.612 -0.04 -0.10 0.05 0.00
C 4.328 3.609 -0.816 -0.02 0.00 -0.01 -0.02
O -0.794 -1.683 0.258 -0.13 0.44 0.20 0.22
C 3.341 1.292 0.330 0.05 -0.08 -0.04 0.11
C -3.359 1.163 -2.186 -0.04 0.04 -0.01 0.11
N 1.141 1.710 -0.635 0.23 0.31 0.29 0.22
H 2.971 0.393 0.798 0.03 -0.04 0.03 0.00
H -2.864 -1.838 6.441 0.01 0.00 -0.01 0.00
H 4.707 4.515 -1.272 -0.02 -0.01 0.01 0.00
H -4.451 5.554 1.579 0.01 -0.01 0.00 0.00
C 1.080 -2.257 1.487 0.12 -0.10 0.04 0.11
O 1.552 -1.102 1.347 -0.29 0.94 -0.33 0.30
H 2.353 3.857 -1.633 0.04 0.00 0.01 0.01
C 3.006 3.247 -1.028 -0.02 0.09 -0.04 0.07
C -1.252 0.910 -1.049 0.08 -0.31 0.29 0.09
H -2.305 5.984 2.733 0.00 -0.02 -0.01 0.00
H -3.673 3.037 -3.203 0.01 -0.02 0.01 0.00
C -2.515 5.004 2.322 0.01 -0.04 -0.01 0.00
H 3.276 4.449 2.315 -0.01 -0.02 0.01 0.00
C 1.666 -3.402 2.203 -0.89 -1.37 0.12 -0.11
C 1.035 1.931 2.794 0.07 -0.03 -0.06 0.06
H -2.082 -1.412 2.267 0.06 -0.07 -0.04 0.01
H 4.511 3.154 4.025 -0.01 0.00 0.00 0.00
C 3.002 1.636 4.183 -0.03 -0.01 0.00 -0.01
H -2.986 -2.724 4.135 0.03 0.02 -0.01 0.00
H -4.928 3.298 0.673 0.02 0.00 0.01 0.00
C -1.746 2.957 -2.295 0.13 -0.02 0.05 0.09
C -0.568 -3.952 1.153 0.87 -1.25 1.08 -0.09
C -1.815 2.717 1.919 0.00 0.08 -0.17 -0.02
H -0.641 4.198 2.957 -0.02 0.00 -0.01 0.00
C -3.986 3.497 1.169 0.00 0.00 0.00 0.00
C -2.450 -1.270 5.618 0.01 0.03 0.00 0.00
C -0.156 -2.583 0.906 -0.23 0.54 -0.42 0.24
H -1.841 0.377 6.855 0.00 0.00 -0.01 0.00
O 2.719 -3.552 2.738 0.60 0.37 0.19 0.07
C 2.503 2.084 -0.446 -0.12 0.03 0.01 -0.17
C 5.164 2.825 -0.033 -0.04 -0.02 -0.01 0.05
C -0.854 2.175 -1.541 0.10 0.23 -0.01 0.00
H -4.328 0.765 -2.460 0.03 0.02 0.00 0.01
H -1.433 3.941 -2.619 -0.01 -0.03 -0.01 0.00
C -1.344 0.702 4.797 0.04 -0.05 0.04 0.00
H 1.098 3.663 1.509 0.01 -0.01 0.03 0.01
H 3.547 1.057 4.918 -0.02 0.01 -0.02 0.00
O 0.527 -5.542 2.703 0.03 -0.72 0.33 0.03
C -1.874 -0.026 5.851 -0.02 0.00 -0.01 0.00
Si -0.616 1.302 2.170 0.01 0.15 0.37 0.11
H 5.294 1.037 1.150 -0.02 0.00 -0.01 0.00



(4)
66
Properties=species:S:1:pos:R:3:forces:R:3:lowdin_charge:R:1 method="wB97M-V/def2-TZVPD" total_charge=-2 e_lumo_ev=3.811 homo_energy_ev=-0.72 e_above_lowest_kcal_mol=2.9 orbital_gap_ha=0.166
C 3.465 0.146 0.282 2.54 0.14 -1.27 -0.21
C -1.853 -0.218 -2.277 -0.17 -0.36 0.35 -0.38
C 4.943 1.671 -1.574 -2.00 1.04 -0.81 -0.18
H -4.657 1.708 -1.857 0.36 -0.18 -0.35 0.10
H -3.271 0.017 -0.643 0.11 0.50 -1.41 0.10
O -1.165 3.649 3.631 -0.34 0.86 -1.04 -0.14
C 3.492 1.894 -1.449 2.46 -0.50 1.09 -0.28
C 5.554 0.590 -0.875 0.89 0.07 -0.61 -0.10
H 3.043 -0.485 1.043 -0.84 0.00 0.35 0.06
H 6.597 0.305 -1.117 -0.57 0.44 0.23 0.10
C -3.789 1.265 -2.362 0.10 0.68 -0.28 -0.10
H -3.193 -0.148 6.444 0.10 0.84 0.57 0.07
H -2.507 -0.921 1.191 0.31 -0.93 0.16 0.09
H -3.458 -4.939 2.491 0.24 0.34 -0.70 0.10
As -0.577 -1.234 -1.105 -0.51 0.83 0.37 1.36
C -1.706 -2.505 -0.080 0.08 -0.54 -0.22 -0.38
C -0.598 -2.918 -3.485 0.56 0.03 -0.02 -0.14
H -2.032 1.454 -5.232 0.41 -0.02 -0.22 0.09
H 3.244 -3.464 -3.467 0.13 -0.11 0.29 0.09
H 5.259 -0.977 0.621 0.32 0.63 -0.48 0.09
C -1.304 2.564 5.688 0.81 -1.20 -1.45 -0.17
H -1.662 -2.717 -3.546 0.04 0.03 0.17 0.11
O 0.719 2.787 4.446 1.11 0.24 0.21 -0.24
C -3.029 1.730 7.628 -0.50 0.18 0.73 -0.17
H -3.705 1.437 8.440 0.04 0.04 -0.36 0.08
H 2.233 -2.027 -1.695 -0.65 -0.14 -0.37 0.10
H 3.168 4.729 -3.351 0.25 0.03 0.22 0.08
Cs 0.552 2.066 1.795 -0.13 -0.35 -0.24 0.88
H -0.572 -4.149 -5.240 -0.31 -0.21 -0.31 0.09
C 2.173 -3.350 -3.394 -0.65 -0.36 -0.93 -0.09
C 5.078 3.758 -2.889 -0.83 -0.94 0.45 -0.11
H -2.743 3.680 8.502 0.19 -0.25 0.08 0.07
I 0.851 3.161 -2.021 -0.88 0.25 -0.08 0.88
C 1.587 -2.524 -2.441 -0.25 -0.14 -0.17 -0.09
C -2.762 0.866 6.592 1.05 -0.64 -1.28 -0.17
S -1.553 0.126 4.259 0.22 -0.18 -0.51 0.37
C 0.002 -3.711 -4.450 0.81 -0.16 0.60 -0.10
H -3.610 -2.442 2.729 0.31 -0.27 -0.30 0.10
C 2.891 3.045 -2.106 1.67 -1.79 0.17 -0.71
C -3.023 0.335 -1.701 0.68 -1.01 1.31 -0.12
C -3.003 -4.278 1.731 0.47 0.62 -0.29 -0.10
H 5.654 4.567 -3.303 0.32 -0.09 -0.38 0.08
C -2.405 -2.017 1.025 -0.34 0.51 -0.26 -0.14
C 4.852 -0.116 0.053 -0.64 -1.07 0.69 -0.13
H -0.946 4.335 6.804 -0.59 -0.22 0.06 0.11
C -1.828 1.228 5.562 -1.21 1.23 1.34 -0.71
H 1.781 -4.652 -5.094 0.51 -0.22 -0.36 0.08
C -0.492 3.068 4.490 -0.62 -0.71 1.39 -0.88
H -3.884 2.521 -4.131 0.04 -0.19 0.04 0.09
H -0.589 -0.294 -4.067 -0.72 0.31 0.39 0.11
C -2.297 -4.761 0.614 -0.63 -0.10 0.41 -0.12
C 5.643 2.615 -2.363 0.56 0.20 0.26 -0.08
C -2.257 1.123 -4.233 -0.02 -0.47 0.43 -0.11
C -2.437 2.992 7.712 -0.26 0.32 0.81 -0.16
C 2.859 1.063 -0.508 -3.68 0.88 0.23 -0.22
C -1.523 3.400 6.762 0.01 -0.31 -0.36 -0.08
H 6.698 2.417 -2.429 0.58 0.35 -0.20 0.09
C -1.493 0.121 -3.581 -0.23 0.87 -0.15 -0.13
C 3.664 3.918 -2.819 -0.15 0.31 -0.05 -0.19
C -1.667 -3.903 -0.282 -0.10 0.51 -0.59 -0.12
H -2.344 -5.827 0.437 0.34 -0.12 -0.16 0.08
C -3.066 -2.892 1.889 -0.24 0.22 0.66 -0.09
C 0.187 -2.347 -2.479 0.35 -0.17 0.10 -0.44
C -3.354 1.715 -3.626 -0.30 -0.42 0.44 -0.11
C 1.374 -3.979 -4.371 -0.42 0.91 0.72 -0.09
H -1.209 -4.273 -1.221 -0.17 0.02 0.88 0.09